{"formula": "C19H41N4O4", "method": "wB97M-V/def2-TZVPD", "symbols": ["N", "C", "C", "C", "C", "C", "C", "N", "C", "H", "H", "H", "H", "H", "H", "H", "H", "H", "H", "H", "C", "O", "C", "C", "N", "C", "C", "O", "C", "H", "H", "H", "H", "H", "H", "H", "H", "H", "H", "H", "H", "H", "H", "H", "C", "O", "C", "C", "N", "C", "C", "O", "C", "H", "H", "H", "H", "H", "H", "H", "H", "H", "H", "H", "H", "H", "H", "H"], "coordinates": [[-4.052, -1.524, 2.480], [-5.494, -1.711, 2.666], [-6.002, -3.121, 2.413], [-5.449, -4.253, 3.229], [-5.875, -5.565, 2.979], [-5.394, -6.644, 3.709], [-4.475, -6.414, 4.704], [-4.086, -5.150, 4.938], [-4.537, -4.084, 4.248], [-3.583, -2.342, 2.110], [-3.584, -1.249, 3.332], [-5.808, -1.352, 3.648], [-6.014, -1.081, 1.941], [-7.087, -3.133, 2.541], [-5.824, -3.361, 1.360], [-6.600, -5.741, 2.193], [-5.722, -7.653, 3.513], [-4.037, -7.187, 5.316], [-3.416, -4.986, 5.678], [-4.150, -3.120, 4.541], [-0.019, -1.570, 1.465], [-0.886, -2.004, 0.438], [-1.804, -1.011, -0.019], [-1.468, -0.524, -1.409], [-0.236, 0.246, -1.414], [0.239, 0.652, -2.734], [0.629, -0.438, -3.722], [1.783, -1.166, -3.346], [1.565, -2.276, -2.503], [0.530, -2.442, 1.816], [0.702, -0.822, 1.118], [-0.577, -1.138, 2.303], [-1.832, -0.176, 0.686], [-2.796, -1.468, -0.033], [-2.285, 0.120, -1.751], [-1.437, -1.400, -2.074], [0.490, -0.288, -0.954], [1.106, 1.296, -2.581], [-0.533, 1.275, -3.199], [0.880, 0.052, -4.665], [-0.197, -1.131, -3.932], [0.600, -2.750, -2.707], [1.605, -2.008, -1.441], [2.357, -2.998, -2.698], [3.840, 1.406, -2.008], [2.953, 2.450, -1.653], [3.009, 2.841, -0.287], [3.597, 4.225, -0.133], [5.009, 4.239, -0.478], [5.623, 5.561, -0.510], [5.109, 6.566, -1.532], [5.386, 6.216, -2.873], [4.435, 5.381, -3.501], [3.577, 1.082, -3.014], [4.887, 1.727, -2.000], [3.734, 0.549, -1.335], [3.589, 2.113, 0.289], [1.984, 2.845, 0.097], [3.489, 4.535, 0.911], [2.992, 4.911, -0.744], [5.134, 3.795, -1.379], [6.692, 5.425, -0.689], [5.523, 6.008, 0.485], [5.629, 7.510, -1.354], [4.036, 6.762, -1.413], [3.424, 5.577, -3.130], [4.657, 4.318, -3.364], [4.464, 5.597, -4.568]], "spin_multiplicity": 1, "homo_energy_ev": -9.6605, "gap_ev": 5.0, "e_lumo_ha": -0.1708, "charge": 1, "energy_ha": -1268.18746}